w:
91
Properties=species:S:1:pos:R:3:mulliken_charge:R:1 method="wB97M-V/def2-TZVPD" homo_lumo_gap_ev=9.91 lumo_ev=0.475 multiplicity=1 mol_weight_g_mol=504.75
C 5.228 14.231 -4.491 -0.607
C 3.844 14.908 -4.549 -0.240
C 3.833 15.567 -5.980 0.458
O 5.112 15.387 -6.512 -0.498
C 6.051 14.983 -5.550 -0.511
H 5.263 13.159 -4.678 0.279
H 5.634 14.400 -3.491 0.343
H 3.765 15.651 -3.760 -0.023
H 3.060 14.156 -4.489 0.301
H 3.564 16.612 -5.798 -0.239
H 3.103 15.013 -6.565 0.196
H 6.598 15.818 -5.090 0.209
H 6.832 14.338 -5.952 0.344
C 4.750 20.377 1.385 -0.502
C 4.135 19.174 2.090 -0.579
C 2.727 19.603 2.509 -0.421
O 2.756 21.036 2.561 -0.446
C 3.681 21.476 1.579 0.248
H 5.064 20.281 0.349 0.203
H 5.619 20.778 1.912 0.319
H 4.696 18.989 3.007 0.310
H 4.143 18.258 1.499 0.315
H 2.475 19.274 3.514 0.334
H 1.975 19.293 1.775 0.230
H 4.142 22.420 1.860 0.427
H 3.095 21.612 0.660 -0.353
C 0.704 24.097 0.344 -0.181
C 0.491 25.523 0.822 -0.689
C 0.822 26.415 -0.381 -0.344
O 1.077 25.521 -1.475 -0.424
C 0.561 24.250 -1.194 -0.207
H 0.081 23.274 0.684 0.438
H 1.758 23.868 0.522 -0.061
H 1.056 25.805 1.713 0.328
H -0.535 25.699 1.161 0.263
H 1.686 27.072 -0.298 0.260
H -0.026 27.046 -0.664 0.239
H 1.181 23.484 -1.655 0.068
H -0.504 24.191 -1.447 0.316
C -0.107 16.275 -5.078 0.176
C -1.518 16.725 -5.476 -0.557
C -2.004 15.461 -6.157 -0.529
O -0.939 15.079 -6.991 -0.491
C 0.270 15.439 -6.333 0.367
H -0.118 15.762 -4.115 0.302
H 0.638 17.068 -4.972 -0.445
H -1.378 17.520 -6.212 0.249
H -2.105 17.086 -4.633 0.394
H -2.952 15.630 -6.675 0.372
H -2.264 14.701 -5.404 0.256
H 0.836 16.001 -7.081 -0.215
H 0.937 14.647 -5.967 0.110
C 7.509 21.847 -7.214 -0.611
C 6.412 21.321 -6.281 0.019
C 7.123 20.266 -5.427 0.171
O 8.516 20.405 -5.637 -0.506
C 8.788 21.542 -6.445 -0.529
H 7.378 22.917 -7.375 0.361
H 7.520 21.354 -8.187 0.218
H 5.523 21.001 -6.820 -0.199
H 6.067 22.199 -5.730 0.373
H 6.792 19.257 -5.681 0.099
H 6.875 20.467 -4.381 0.024
H 9.643 21.370 -7.102 0.329
H 9.102 22.379 -5.807 0.258
C 3.051 20.077 -1.822 0.532
C 2.326 19.035 -2.642 -0.477
C 2.342 19.733 -4.026 0.144
O 3.498 20.543 -4.039 -0.298
C 4.097 20.657 -2.761 -0.543
H 3.446 19.614 -0.913 -0.145
H 2.360 20.837 -1.451 -0.264
H 1.332 18.806 -2.260 0.487
H 2.874 18.089 -2.671 -0.023
H 1.468 20.402 -4.068 0.181
H 2.205 19.083 -4.888 -0.305
H 4.318 21.684 -2.458 0.307
H 5.055 20.124 -2.761 0.282
C 4.053 17.706 -8.975 -0.252
C 4.565 18.926 -8.251 -0.386
C 3.418 19.281 -7.297 -0.140
O 2.245 18.685 -7.873 -0.498
C 2.553 18.019 -9.110 -0.598
H 4.157 16.804 -8.375 -0.085
H 4.414 17.614 -10.002 0.445
H 4.585 19.757 -8.963 0.333
H 5.524 18.707 -7.787 0.238
H 3.230 20.351 -7.276 0.592
H 3.604 18.776 -6.349 -0.251
H 2.345 18.696 -9.945 0.305
H 1.895 17.153 -9.169 0.320

=====

x:
91
Properties=species:S:1:pos:R:3:mulliken_charge:R:1 method="wB97M-V/def2-TZVPD" homo_lumo_gap_ev=9.28 lumo_ev=0.712 multiplicity=1 mol_weight_g_mol=504.75
C 0.328 -4.481 -1.555 -0.809
C 0.280 -3.015 -1.198 0.274
C -1.185 -2.702 -1.483 -0.614
O -1.855 -3.886 -1.092 -0.630
C -0.993 -5.010 -1.126 -0.684
H 1.142 -4.910 -0.971 0.149
H 0.475 -4.686 -2.616 0.408
H 0.946 -2.439 -1.841 0.762
H 0.465 -2.921 -0.128 0.335
H -1.273 -2.598 -2.564 0.772
H -1.693 -1.845 -1.042 -0.066
H -1.295 -5.762 -1.855 0.528
H -0.841 -5.332 -0.095 0.304
C 2.764 -2.789 1.670 -0.684
C 3.510 -3.613 0.717 -0.290
C 4.210 -2.606 -0.147 -0.666
O 4.002 -1.280 0.435 -0.515
C 2.707 -1.397 1.059 0.272
H 3.384 -2.733 2.565 0.687
H 1.819 -3.264 1.934 -0.302
H 2.740 -4.162 0.176 -0.246
H 4.143 -4.283 1.299 0.437
H 3.745 -2.565 -1.132 0.273
H 5.267 -2.828 -0.297 0.482
H 1.923 -1.282 0.310 1.107
H 2.656 -0.568 1.764 0.460
C -1.089 5.218 1.674 -0.846
C -1.693 4.157 0.796 -0.699
C -0.504 3.164 0.483 0.609
O 0.266 3.266 1.662 -0.363
C -0.077 4.373 2.532 -0.581
H -1.863 5.695 2.276 0.418
H -0.436 5.873 1.099 0.319
H -2.086 4.560 -0.138 -0.045
H -2.474 3.722 1.419 0.493
H 0.043 3.553 -0.376 0.120
H -0.868 2.152 0.306 -0.310
H 0.743 5.052 2.767 0.327
H -0.658 4.034 3.390 0.349
C -3.166 3.537 -2.897 -0.555
C -4.136 3.914 -1.839 -0.890
C -4.008 2.732 -0.864 1.030
O -3.755 1.645 -1.763 -0.454
C -3.342 2.109 -3.055 -0.282
H -2.154 3.806 -2.596 0.173
H -3.348 3.991 -3.872 0.459
H -5.128 3.927 -2.291 0.352
H -3.926 4.940 -1.536 0.397
H -4.906 2.538 -0.278 0.341
H -3.120 2.878 -0.249 -1.222
H -4.109 1.990 -3.821 0.387
H -2.406 1.600 -3.286 0.207
C 3.608 1.520 0.580 -0.989
C 2.945 2.900 0.175 -0.286
C 3.111 2.781 -1.338 -0.760
O 2.939 1.406 -1.702 -0.580
C 3.224 0.607 -0.562 0.400
H 3.250 1.060 1.501 0.431
H 4.696 1.522 0.648 0.369
H 3.328 3.813 0.631 0.551
H 1.865 2.884 0.326 -0.240
H 4.098 3.169 -1.588 0.366
H 2.394 3.373 -1.907 0.420
H 4.026 -0.109 -0.744 0.862
H 2.238 0.187 -0.362 -1.387
C -0.148 -3.000 1.549 0.508
C -0.212 -2.756 3.043 -0.658
C -1.600 -3.131 3.500 -0.809
O -2.350 -2.907 2.291 -0.615
C -1.570 -3.161 1.083 -0.738
H 0.437 -3.883 1.295 0.888
H 0.329 -2.165 1.035 -2.098
H 0.019 -1.720 3.290 0.268
H 0.595 -3.320 3.511 0.355
H -1.994 -2.584 4.357 0.385
H -1.611 -4.146 3.896 0.304
H -1.918 -2.605 0.212 -0.122
H -1.815 -4.212 0.930 0.680
C 0.151 0.732 -1.055 0.010
C -1.095 -0.022 -1.512 -0.172
C -2.089 0.068 -0.407 0.426
O -1.131 0.027 0.718 -0.558
C 0.280 0.193 0.352 0.074
H 0.012 1.812 -0.997 0.005
H 1.038 0.368 -1.572 1.374
H -0.775 -1.048 -1.696 -0.468
H -1.401 0.450 -2.446 0.132
H -2.985 -0.553 -0.391 0.646
H -2.501 1.075 -0.470 -1.149
H 0.619 -0.842 0.381 -0.112
H 0.821 0.749 1.118 0.806

=====

Stability check: which of them is least stable? x.

=====

w:
80
Properties=species:S:1:pos:R:3:mulliken_charge:R:1 method="wB97M-V/def2-TZVPD" s_squared=0.823 homo_lumo_gap_ev="4.58 / 4.25" lumo_ev="-1.518 / -1.518" multiplicity=2 mol_weight_g_mol=826.69
Mn -0.457 -0.842 0.389 0.128
N 3.745 -0.701 0.658 -0.043
C 4.367 -1.955 0.580 0.053
C 5.747 -2.038 0.483 -0.630
C 6.373 -3.275 0.402 -0.531
C 5.612 -4.431 0.399 -0.719
C 4.228 -4.344 0.481 -0.687
C 3.597 -3.114 0.587 0.803
S 1.842 -3.081 0.771 -0.218
N 1.499 -1.433 0.483 0.004
C 2.394 -0.514 0.474 0.766
C 1.902 0.845 0.231 0.448
C 2.672 1.996 0.353 -0.910
C 2.085 3.219 0.087 -0.655
C 0.761 3.260 -0.317 -0.915
C 0.056 2.074 -0.402 -0.124
N 0.603 0.894 -0.113 0.888
H 4.340 0.099 0.546 0.080
H 6.334 -1.126 0.480 0.363
H 7.451 -3.327 0.338 0.378
H 6.086 -5.401 0.333 0.375
H 3.629 -5.247 0.474 0.420
H 3.698 1.966 0.690 0.443
H 2.657 4.130 0.205 0.408
H 0.263 4.194 -0.533 0.457
H -0.996 2.050 -0.655 0.338
S -0.191 -0.187 2.612 -0.354
C -1.556 0.826 2.386 0.633
S -2.488 0.379 1.008 -0.426
C -1.885 1.925 3.170 0.273
C -1.072 2.349 4.253 -0.127
N -0.412 2.694 5.134 -0.603
C -3.049 2.683 2.877 0.122
N -3.998 3.296 2.637 -0.670
C -7.071 -3.882 -2.143 -1.071
C -6.528 -3.391 -0.811 -0.896
N -5.249 -2.704 -0.952 0.253
C -4.108 -3.331 -0.562 -0.098
C -2.859 -2.802 -0.601 -0.007
C -1.790 -3.546 0.198 -0.099
O -1.901 -4.765 0.291 -0.761
O -0.960 -2.798 0.807 -0.550
C -2.668 -1.551 -1.270 0.718
O -1.599 -0.943 -1.436 -0.715
C -3.905 -0.853 -1.650 0.605
C -3.780 0.479 -2.057 -0.322
C -4.894 1.256 -2.151 0.508
F -4.770 2.578 -2.426 -0.368
C -6.163 0.753 -1.861 -1.283
C -6.303 -0.585 -1.547 -0.820
C -5.171 -1.401 -1.411 0.391
N -7.305 1.607 -1.712 0.265
C -7.413 2.104 -0.345 -0.430
C -8.814 2.624 -0.107 -0.859
N -9.088 3.704 -1.124 -0.146
C -8.918 3.196 -2.535 -0.920
C -7.502 2.672 -2.672 -0.454
H -8.011 -4.415 -1.997 0.401
H -6.362 -4.563 -2.614 0.341
H -7.250 -3.054 -2.829 0.281
H -6.365 -4.224 -0.130 0.427
H -7.236 -2.726 -0.314 0.396
H -4.228 -4.313 -0.121 0.517
H -2.790 0.889 -2.186 0.500
H -7.298 -0.958 -1.352 0.403
H -6.680 2.903 -0.140 0.357
H -7.204 1.301 0.359 0.446
H -8.935 3.060 0.882 0.423
H -9.562 1.852 -0.278 0.350
H -8.420 4.466 -0.973 0.407
H -10.020 4.095 -0.991 0.346
H -9.115 4.031 -3.206 0.429
H -9.662 2.414 -2.675 0.349
H -6.806 3.514 -2.537 0.408
H -7.352 2.292 -3.682 0.495
Cl 1.216 -1.876 -2.625 -0.001
C 0.990 -1.145 -4.207 -0.505
Cl 0.072 0.380 -4.117 -0.145
H 0.432 -1.826 -4.839 0.314
H 1.957 -0.914 -4.637 0.354

=====

x:
80
Properties=species:S:1:pos:R:3:mulliken_charge:R:1 method="wB97M-V/def2-TZVPD" s_squared=1.029 homo_lumo_gap_ev="3.77 / 3.76" lumo_ev="-1.697 / -1.697" multiplicity=2 mol_weight_g_mol=826.69
Mn 0.300 -0.198 -0.306 -0.269
N 4.138 -0.183 1.361 -0.191
C 4.334 0.953 2.182 0.292
C 5.278 0.933 3.194 -0.635
C 5.478 2.062 3.980 -0.582
C 4.706 3.194 3.778 -0.644
C 3.730 3.196 2.787 -0.684
C 3.562 2.088 1.974 0.637
S 2.397 2.123 0.654 -0.232
N 2.055 0.470 0.502 0.349
C 2.917 -0.418 0.765 0.213
C 2.559 -1.813 0.393 1.112
C 3.486 -2.839 0.304 -0.886
C 3.066 -4.091 -0.111 -0.585
C 1.731 -4.282 -0.416 -1.010
C 0.872 -3.204 -0.309 -0.163
N 1.272 -1.998 0.084 0.430
H 4.640 -1.001 1.660 0.133
H 5.866 0.036 3.362 0.345
H 6.228 2.044 4.761 0.370
H 4.855 4.074 4.389 0.374
H 3.095 4.062 2.639 0.417
H 4.530 -2.658 0.520 0.487
H 3.775 -4.904 -0.203 0.422
H 1.357 -5.245 -0.736 0.444
H -0.184 -3.296 -0.527 0.494
S -1.289 1.627 -0.093 -0.537
C -1.298 1.668 1.631 0.778
S -0.184 0.643 2.443 -0.558
C -2.203 2.487 2.310 0.213
C -2.203 2.582 3.733 0.003
N -2.201 2.676 4.885 -0.599
C -3.217 3.210 1.611 0.017
N -4.064 3.776 1.064 -0.644
C -3.898 1.516 -6.273 -1.045
C -3.246 0.141 -6.210 -1.082
N -2.748 -0.186 -4.875 0.273
C -1.442 0.063 -4.585 0.071
C -0.843 -0.178 -3.396 -0.069
C 0.627 0.218 -3.263 -0.185
O 1.215 0.483 -4.309 -0.798
O 1.090 0.256 -2.082 -0.515
C -1.605 -0.804 -2.360 1.118
O -1.185 -1.059 -1.235 -0.006
C -3.014 -1.093 -2.673 0.516
C -3.821 -1.658 -1.697 -0.298
C -5.150 -1.855 -1.938 0.089
F -5.915 -2.445 -0.990 -0.362
C -5.745 -1.440 -3.129 -1.564
C -4.944 -0.899 -4.112 -0.282
C -3.566 -0.742 -3.913 0.192
N -7.153 -1.494 -3.345 0.337
C -7.672 -2.304 -4.438 -0.654
C -8.848 -1.519 -5.080 -0.721
N -9.216 -0.448 -4.095 -0.129
C -9.458 -1.061 -2.746 -0.633
C -8.071 -1.509 -2.210 -0.757
H -4.321 1.686 -7.265 0.363
H -3.163 2.295 -6.075 0.359
H -4.693 1.614 -5.531 0.307
H -2.395 0.100 -6.886 0.486
H -3.937 -0.639 -6.530 0.463
H -0.844 0.512 -5.370 0.537
H -3.389 -1.923 -0.740 0.230
H -5.417 -0.540 -5.017 0.619
H -8.027 -3.274 -4.074 0.301
H -6.894 -2.488 -5.171 0.501
H -9.719 -2.146 -5.252 0.361
H -8.566 -1.029 -6.009 0.404
H -9.973 0.150 -4.415 0.302
H -8.344 0.085 -3.979 0.369
H -10.132 -1.903 -2.885 0.323
H -9.935 -0.328 -2.102 0.357
H -8.169 -2.494 -1.753 0.466
H -7.712 -0.819 -1.452 0.511
Cl -2.054 -2.026 1.533 -0.049
C -1.529 -2.396 3.170 -0.231
Cl -0.447 -3.812 3.220 -0.212
H -2.399 -2.610 3.775 0.383
H -0.989 -1.522 3.519 0.043

=====

Stability check: which of them is least stable? x.

=====

w:
9
Properties=species:S:1:pos:R:3:mulliken_charge:R:1 method="wB97M-V/def2-TZVPD" homo_lumo_gap_ev=8.80 lumo_ev=-5.273 multiplicity=1 mol_weight_g_mol=64.13 total_charge=+1
C 0.328 -0.186 -0.462 -0.898
N -1.027 0.078 0.000 -0.282
S 1.940 1.285 0.440 -0.049
H 0.866 -1.045 -0.235 0.448
H 0.374 -0.069 -1.475 0.449
H -0.997 -0.284 1.016 0.402
H -1.773 -0.515 -0.443 0.373
H -1.174 1.039 -0.012 0.352
H 2.806 0.295 0.138 0.203

=====

x:
9
Properties=species:S:1:pos:R:3:mulliken_charge:R:1 method="wB97M-V/def2-TZVPD" homo_lumo_gap_ev=8.40 lumo_ev=-5.798 multiplicity=1 mol_weight_g_mol=64.13 total_charge=+1
S 1.345 1.192 -0.886 -0.447
H 0.501 2.222 -1.218 0.211
H 2.382 2.046 -1.001 0.240
C -1.310 -0.791 0.334 0.051
N -0.094 -1.041 0.672 0.008
H -2.021 -1.584 0.409 0.279
H -1.609 0.205 0.017 0.230
H 0.598 -0.329 0.551 0.101
H 0.208 -1.920 1.122 0.326

=====

Stability check: which of them is least stable? w.

=====

w:
12
Properties=species:S:1:pos:R:3:mulliken_charge:R:1 method="wB97M-V/def2-TZVPD" homo_lumo_gap_ev=9.32 lumo_ev=0.918 multiplicity=1 mol_weight_g_mol=108.10
C -1.284 -1.141 -0.037 -0.554
C 0.068 -0.716 -0.097 0.798
C 1.291 1.159 -0.015 -0.724
C -0.062 0.723 -0.091 0.275
H -1.932 2.008 -0.006 0.271
H -1.625 -2.144 0.073 0.446
H 3.044 -0.098 0.266 0.263
H 1.771 2.154 0.143 0.355
N -1.437 1.050 0.007 0.110
N -2.101 -0.118 0.095 -0.669
N 1.319 -1.194 0.031 -0.825
N 2.028 -0.034 0.004 0.253

=====

x:
12
Properties=species:S:1:pos:R:3:mulliken_charge:R:1 method="wB97M-V/def2-TZVPD" homo_lumo_gap_ev=7.79 lumo_ev=-1.025 multiplicity=1 mol_weight_g_mol=108.10
C 0.402 0.642 -0.126 0.458
C 1.770 0.238 -0.064 0.022
C -0.480 -0.364 -0.236 0.386
C -1.903 -0.352 -0.012 -0.031
H -0.607 2.424 -0.559 0.327
H 0.968 2.421 -0.645 0.320
H -0.570 -2.564 -0.069 0.273
H 0.957 -1.549 -0.188 0.152
N 0.334 2.048 0.069 -0.630
N 2.707 -0.695 0.441 -0.442
N 0.029 -1.659 -0.300 -0.431
N -2.997 0.060 0.374 -0.405

=====

Stability check: which of them is least stable? x.